1.
{
  "formula": "C9H21NP",
  "method": "ωB97M-V with the def2-TZVPD basis set",
  "homo_lumo_gap_ev": 10.04,
  "charge": 1,
  "de_lowest_kcal_mol": 70.3,
  "symbols": ["C", "C", "C", "C", "C", "C", "C", "C", "C", "N", "P", "H", "H", "H", "H", "H", "H", "H", "H", "H", "H", "H", "H", "H", "H", "H", "H", "H", "H", "H", "H", "H"],
  "positions_angstrom": [[-2.01286, 0.82482, 0.92613], [-2.09257, 1.18645, -0.45401], [-2.50909, 1.76561, -1.52979], [-4.41634, -0.24285, 1.20061], [1.79162, -2.22708, -1.64074], [-2.84857, -0.34802, 1.42997], [2.04498, -1.45887, -0.30619], [3.18089, -0.49238, -0.60124], [3.39804, 0.48962, 0.62365], [-0.92481, 0.36487, -0.00521], [2.18618, 1.82448, 0.89891], [-1.66978, 1.80752, 1.46501], [2.67632, 2.50790, -0.28300], [-3.40012, 2.33154, -1.71817], [-1.80229, 1.59040, -2.43179], [-4.43826, 0.27622, 0.19213], [-4.82845, 0.44464, 1.86098], [-4.79465, -1.27076, 1.12237], [0.87853, -2.25162, -2.14990], [2.50339, -1.80272, -2.33250], [2.04802, -3.23825, -1.55804], [-2.43923, -1.25867, 1.01458], [-2.75247, -0.45692, 2.47909], [2.31378, -2.15847, 0.50283], [1.21333, -0.85589, -0.01812], [4.15154, -0.96986, -0.65241], [2.84934, 0.03409, -1.49377], [3.39047, 0.00038, 1.65891], [4.38964, 0.93710, 0.42908], [-0.04301, 0.73152, -0.11846], [-1.07871, -0.62789, -0.27205], [3.03518, 2.54309, 1.76116]],
  "forces_ev_per_a": [[-0.019, 2.243, 0.828], [-0.191, -0.532, 0.849], [2.206, -0.687, -2.991], [3.180, -0.138, -3.494], [1.485, 0.863, 0.818], [-1.294, 0.592, 0.643], [0.613, -1.181, -1.217], [-0.633, 0.912, 2.888], [0.700, -0.956, 0.359], [-3.500, -1.749, -1.494], [0.490, 0.652, -1.478], [-0.654, -2.449, -0.064], [-0.673, 0.148, 0.573], [-0.258, 0.127, 0.439], [-1.459, 0.525, 1.361], [-0.749, -0.914, 0.824], [-1.077, 0.605, 1.515], [-0.370, 0.715, 0.333], [-1.887, 0.532, -0.243], [0.114, -0.090, -0.558], [0.533, -1.595, 0.325], [-0.072, -0.245, -0.363], [0.635, -0.059, 1.134], [-0.306, 0.380, -0.212], [-0.733, 0.160, 0.488], [-0.061, -0.364, -0.843], [0.745, 0.370, -0.128], [0.463, -0.073, -1.628], [-0.454, -0.057, 0.595], [2.802, 1.234, 0.336], [0.719, 0.855, 0.227], [-0.295, 0.180, 0.178]]
}

***

2.
{
  "formula": "C9H21O4",
  "method": "ωB97M-V with the def2-TZVPD basis set",
  "homo_lumo_gap_ev": [9.00, 9.62],
  "charge": 0,
  "de_lowest_kcal_mol": 0.0,
  "s2": 0.754,
  "spin_multiplicity": 2,
  "symbols": ["C", "O", "C", "H", "H", "H", "H", "H", "C", "O", "C", "C", "O", "C", "H", "H", "H", "H", "H", "H", "H", "H", "H", "C", "O", "C", "C", "H", "H", "H", "H", "H", "H", "H"],
  "positions_angstrom": [[0.60676, -0.48098, -1.49631], [-0.00427, 0.68338, -0.99639], [-0.19600, 0.73028, 0.40187], [1.65642, -0.56818, -1.17323], [0.07060, -1.38868, -1.16739], [0.57237, -0.42685, -2.59170], [-0.17273, -0.29351, 0.81636], [-1.06640, 1.38425, 0.56830], [0.98414, 1.52213, 1.15905], [2.24210, 0.90262, 1.08306], [3.13713, 1.46916, 0.15270], [4.41126, 0.65423, 0.08593], [4.26381, -0.59261, -0.55288], [3.88928, -1.66238, 0.28399], [1.02379, 2.54887, 0.76037], [0.68683, 1.57906, 2.21707], [3.39672, 2.50120, 0.45330], [2.67760, 1.51472, -0.84934], [5.14441, 1.22752, -0.49990], [4.82043, 0.52091, 1.10337], [3.89481, -2.57279, -0.32850], [4.61017, -1.78626, 1.11067], [2.88437, -1.51742, 0.70880], [-5.37463, 2.31895, 0.03324], [-4.68805, 1.22795, 0.59151], [-3.93464, 0.50954, -0.35472], [-3.04277, -0.46257, 0.32082], [-5.93824, 2.80726, 0.83752], [-4.66742, 3.04633, -0.40378], [-6.07602, 1.99232, -0.75484], [-3.33645, 1.22064, -0.96744], [-4.60748, -0.00387, -1.07167], [-2.67429, -1.31827, -0.24573], [-2.91668, -0.41193, 1.40338]],
  "forces_ev_per_a": [[0.282, -0.358, 0.035], [-0.230, 0.266, -0.069], [2.341, 1.207, 0.541], [-0.220, 0.015, -0.129], [0.063, 0.207, -0.076], [0.001, 0.008, 0.307], [-0.720, 0.429, 0.022], [-0.100, -0.861, 0.209], [-1.373, -0.359, -0.700], [0.038, -0.361, 0.156], [-0.010, 0.279, -0.366], [0.176, 0.141, 0.260], [0.016, 0.027, -0.293], [-0.137, -0.231, 0.282], [0.014, -0.210, 0.047], [0.108, -0.030, -0.181], [-0.061, -0.183, -0.044], [0.113, -0.007, 0.197], [-0.165, -0.151, 0.107], [-0.101, 0.031, -0.202], [0.023, 0.262, 0.135], [-0.177, 0.023, -0.169], [0.251, -0.041, -0.059], [-0.093, 0.203, -0.154], [0.022, -0.020, 0.302], [0.194, 0.009, -0.331], [-0.413, -0.312, 0.087], [0.154, -0.161, -0.221], [-0.196, -0.143, 0.068], [0.142, 0.099, 0.177], [-0.075, -0.125, 0.097], [0.131, 0.081, 0.136], [0.005, 0.311, 0.266], [-0.002, -0.042, -0.440]]
}

***

3.
{
  "formula": "C9H22B2FN3O4",
  "method": "ωB97M-V with the def2-TZVPD basis set",
  "homo_lumo_gap_ev": 9.05,
  "charge": 0,
  "smiles": "CC(C)=NB(F)B(O)O.CNC(C)=O.CNC(C)=O",
  "symbols": ["C", "C", "C", "N", "B", "F", "B", "O", "O", "H", "H", "H", "H", "H", "H", "H", "H", "C", "N", "C", "C", "O", "H", "H", "H", "H", "H", "H", "H", "C", "N", "C", "C", "O", "H", "H", "H", "H", "H", "H", "H"],
  "positions_angstrom": [[1.88747, 0.97554, 6.56154], [1.01814, -0.16373, 6.07371], [-0.08540, -0.57664, 7.02030], [1.20666, -0.79372, 4.98501], [1.32795, -0.13255, 3.71864], [0.20641, -0.11882, 2.97418], [2.72643, 0.63426, 3.05952], [2.74454, 2.00490, 2.77890], [3.83714, -0.12156, 2.83067], [2.35439, 0.64768, 7.49478], [1.29866, 1.86693, 6.78882], [2.68561, 1.19830, 5.85434], [-0.99485, -0.75323, 6.45083], [0.21000, -1.49635, 7.53453], [-0.25531, 0.18131, 7.78579], [2.77465, 2.53836, 3.58031], [4.57591, 0.44792, 2.57224], [0.46002, 0.15089, -2.85255], [0.44271, 1.53630, -2.40770], [0.93919, 2.06551, -1.25914], [1.60677, 1.11253, -0.29285], [0.84349, 3.26055, -1.02935], [1.00309, 0.07787, -3.79804], [-0.55203, -0.21406, -3.01268], [0.95026, -0.47930, -2.11863], [0.01169, 2.22175, -3.00693], [1.94680, 1.68446, 0.56332], [0.90448, 0.34854, 0.04366], [2.46514, 0.63057, -0.76360], [-3.39804, -0.65742, -6.91981], [-2.46655, -0.87617, -5.83169], [-2.54803, -1.78301, -4.82210], [-3.75143, -2.69715, -4.80380], [-1.67767, -1.84703, -3.96956], [-2.90685, -0.81492, -7.88140], [-3.78237, 0.36351, -6.89510], [-4.23548, -1.34261, -6.84432], [-1.64163, -0.29894, -5.79038], [-3.66300, -3.35214, -3.94309], [-4.67534, -2.12409, -4.71968], [-3.79362, -3.30420, -5.70869]],
  "forces_ev_per_a": [[-0.194, 0.131, -0.218], [0.213, -0.326, 0.022], [0.530, -0.207, 0.356], [-1.355, 0.755, -0.071], [1.157, -0.384, -0.190], [-0.081, 0.092, 0.144], [-0.413, -0.248, 0.162], [0.617, -0.194, 0.356], [0.068, 0.333, -0.067], [-0.060, 0.029, 0.015], [0.068, 0.018, -0.011], [-0.065, 0.062, 0.003], [0.039, -0.089, 0.037], [-0.152, -0.042, -0.079], [-0.045, -0.005, -0.038], [-0.300, 0.175, -0.210], [0.007, -0.110, -0.155], [-0.116, 0.433, -0.097], [0.088, -0.070, 0.074], [-0.002, -0.013, 0.004], [-0.007, 0.089, -0.030], [0.010, 0.013, 0.007], [0.046, -0.141, 0.033], [0.107, -0.096, 0.061], [-0.002, -0.011, 0.005], [-0.021, 0.002, 0.007], [-0.035, 0.076, -0.030], [0.054, -0.059, -0.016], [-0.041, -0.092, 0.015], [0.173, 0.098, 0.037], [-0.040, -0.028, 0.005], [-0.032, -0.034, 0.007], [0.035, -0.011, 0.048], [-0.094, -0.098, -0.087], [-0.054, -0.036, -0.025], [-0.066, -0.021, -0.012], [-0.008, -0.004, -0.002], [0.009, -0.003, -0.010], [0.035, 0.015, 0.014], [-0.020, -0.020, -0.051], [-0.052, 0.023, -0.016]]
}

***

Number 1: energy -751.2277 hartree. Number 2: energy -656.3078 hartree. Number 3: energy -971.0811 hartree.